1.
Entry from OMol25: a molecular structure, C39H27N7O2S4Y at a distorted geometry (ωB97M-V/def2-TZVPD).

Geometry (Å):
1 Y -0.04 -0.20 0.40
2 S 2.18 -6.49 -3.11
3 S -5.56 2.49 -3.94
4 S -1.59 -3.07 3.87
5 S 2.01 1.62 0.30
6 O 2.29 0.45 -0.54
7 O 1.77 1.23 1.69
8 N 0.61 2.14 -0.26
9 N 0.14 -2.02 -1.41
10 N 6.31 5.60 -0.19
11 N -1.56 0.08 -1.67
12 N -1.28 1.99 1.01
13 N 1.49 -1.74 1.68
14 N -0.18 4.09 0.83
15 C -2.29 2.57 1.65
16 C -4.18 2.41 -2.90
17 C 0.83 -2.47 2.60
18 C 1.02 -3.00 -1.33
19 C -2.71 -1.46 2.24
20 C 5.34 4.66 -0.06
21 C 3.54 -2.79 2.32
22 C 3.32 2.77 0.17
23 C -0.61 -2.24 2.69
24 C -2.99 -2.30 3.28
25 C -5.91 4.09 -3.48
26 C -5.02 4.56 -2.55
27 C -1.33 -1.39 1.87
28 C 3.44 -7.20 -2.20
29 C -2.70 -1.00 -3.50
30 C 2.01 -5.19 -1.98
31 C 5.29 3.55 -0.93
32 C -0.27 2.79 0.56
33 C -1.93 -3.17 -4.26
34 C -1.71 -0.98 -2.50
35 C 3.73 -6.48 -1.08
36 C -4.04 3.60 -2.22
37 C 2.86 -3.56 3.26
38 C -3.53 0.11 -3.63
39 C 4.28 2.62 -0.82
40 C 2.91 -5.33 -0.96
41 C 4.35 4.78 0.93
42 C 1.50 -3.40 3.40
43 C -2.32 3.93 1.89
44 C 1.02 -4.14 -2.17
45 C 0.03 -4.20 -3.13
46 C 3.35 3.85 1.04
47 C -2.79 -2.14 -4.37
48 C 2.82 -1.90 1.56
49 C -0.90 -3.16 -3.26
50 C -2.34 1.13 -1.84
51 C -3.36 1.21 -2.81
52 C -1.19 4.64 1.49
53 C -0.81 -2.08 -2.37
54 H -3.09 1.91 1.99
55 H 3.39 -4.28 3.88
56 H 3.90 -8.11 -2.55
57 H 2.59 3.94 1.81
58 H -1.09 5.70 1.70
59 H -3.50 -0.90 1.75
60 H 3.30 -1.27 0.83
61 H -1.99 -4.02 -4.92
62 H 4.61 -2.88 2.19
63 H 4.39 5.63 1.61
64 H 4.23 1.77 -1.48
65 H 1.78 -2.90 -0.57
66 H 6.42 6.30 0.52
67 H -4.31 0.12 -4.39
68 H -2.16 1.97 -1.19
69 H -3.24 3.79 -1.52
70 H -0.03 -5.06 -3.79
71 H -5.07 5.55 -2.13
72 H 0.94 -3.98 4.13
73 H -3.94 -2.52 3.74
74 H 2.99 -4.64 -0.12
75 H -3.57 -2.14 -5.13
76 H 4.49 -6.76 -0.38
77 H 6.05 3.44 -1.69
78 H 7.10 5.42 -0.78
79 H -6.75 4.60 -3.91
80 H -3.14 4.40 2.40

Values from the calculation:
Kohn-Sham gap, eV: 7.2
Relative energy (zero: lowest compared OMol25 entry of this formula, charge and spin), kJ/mol: 9.7
Charge: +1

=====

2.
Entry from OMol25: 2 unconnected molecules or ions with the total composition C3H10NS2 (ωB97M-V/def2-TZVPD).

Geometry (Å):
1 S 0.00 2.17 -3.67
2 S -1.57 2.05 -2.35
3 N 0.59 -1.03 1.00
4 C -0.77 1.13 -1.04
5 C -0.68 -1.30 1.66
6 C 1.74 -1.45 1.35
7 H -1.03 -0.38 2.14
8 H -0.48 0.14 -1.41
9 H -0.57 -2.11 2.38
10 H 2.59 -1.13 0.77
11 H -1.40 -1.60 0.90
12 H 0.55 -0.33 0.25
13 H 1.82 -2.12 2.19
14 H 0.63 3.31 -3.31
15 H -1.52 1.00 -0.25
16 H 0.09 1.66 -0.62

Values from the calculation:
Kohn-Sham gap, eV: 6.9
Relative energy (zero: lowest compared OMol25 entry of this formula, charge and spin), kJ/mol: 140.9
Charge: +1

=====

3.
Entry from OMol25: 2 unconnected molecules or ions with the total composition C32H34F2N3S at a distorted geometry (ωB97M-V/def2-TZVPD).

Geometry (Å):
1 S -2.77 0.41 5.92
2 F 2.89 -2.82 -5.33
3 F -3.36 -3.66 -4.94
4 N -6.35 -0.78 6.11
5 N -1.26 -1.01 4.26
6 N -0.15 0.57 2.98
7 C 1.10 -1.46 3.77
8 C 3.99 1.91 1.04
9 C -1.50 2.49 3.79
10 C 4.78 2.76 0.26
11 C 2.51 -1.76 -4.55
12 C -5.30 -0.78 5.60
13 C 3.12 0.23 -3.40
14 C 4.22 3.40 -0.86
15 C -1.50 0.15 4.78
16 C -0.64 1.28 4.16
17 C -1.71 -0.89 -3.16
18 C -0.46 -0.40 -2.69
19 C -5.67 -2.24 -4.34
20 C -4.32 -1.72 -4.00
21 C 3.52 -0.89 -4.14
22 C 0.50 1.21 1.95
23 C 2.06 2.44 -0.33
24 C -0.65 -1.68 2.00
25 C -3.18 -2.50 -4.22
26 C 2.61 1.73 0.75
27 C -4.11 -0.46 -3.42
28 C 0.81 -0.57 -3.30
29 C 0.51 1.67 5.07
30 C 1.77 0.89 1.59
31 C 4.94 -1.17 -4.47
32 C -3.96 -0.73 4.97
33 C 1.17 -1.60 -4.23
34 C 1.82 0.39 -2.99
35 C 2.86 3.24 -1.14
36 C -2.86 -0.06 -3.01
37 C -1.91 -2.16 -3.79
38 C -0.20 -0.88 3.22
39 H 2.30 0.09 2.10
40 H 2.42 3.74 -2.01
41 H -6.42 -1.53 -4.00
42 H 0.43 -2.24 -4.70
43 H 0.99 2.33 -0.54
44 H 0.09 2.12 5.98
45 H 1.35 -1.00 4.74
46 H 1.16 2.40 4.56
47 H -0.87 3.32 3.47
48 H 1.09 0.78 5.36
49 H 4.84 4.04 -1.49
50 H -5.80 -2.41 -5.41
51 H 1.53 1.26 -2.40
52 H -1.55 -1.21 1.56
53 H -4.98 0.19 -3.28
54 H -4.05 -0.31 3.95
55 H -3.51 -1.72 4.94
56 H 3.88 0.97 -3.12
57 H 5.55 -0.34 -4.11
58 H 0.13 -1.71 1.24
59 H -2.07 2.80 4.68
60 H -5.85 -3.20 -3.82
61 H 0.02 2.10 1.53
62 H -2.20 2.21 2.99
63 H 5.10 -1.29 -5.54
64 H 0.94 -2.53 3.94
65 H -2.72 0.93 -2.57
66 H -0.90 -2.69 2.33
67 H -1.09 -2.86 -3.93
68 H -0.50 0.31 -1.86
69 H 4.41 1.40 1.91
70 H 5.28 -2.08 -3.97
71 H 1.93 -1.33 3.07
72 H 5.82 2.92 0.51

Values from the calculation:
Kohn-Sham gap, eV: 3.9
Charge: +1

=====

4.
Entry from OMol25: 2 unconnected molecules or ions with the total composition C2H7BrN3 at a distorted geometry (ωB97M-V/def2-TZVPD).

Geometry (Å):
1 Br 0.10 -0.94 -0.55
2 N -2.71 -1.79 0.74
3 N 1.90 1.23 -0.79
4 N 1.46 3.12 0.60
5 C 1.81 2.21 -0.03
6 C 1.92 -0.13 -1.10
7 H -3.39 -1.01 0.50
8 H 2.00 -0.31 -2.17
9 H -2.80 -2.68 0.36
10 H -1.75 -1.48 0.40
11 H 1.46 4.16 0.71
12 H 2.78 -0.56 -0.50
13 H -2.78 -1.83 1.82

Values from the calculation:
Kohn-Sham gap, eV: 8.5
Relative energy (zero: lowest compared OMol25 entry of this formula, charge and spin), kJ/mol: 0.0
Charge: +1

=====

5.
Entry from OMol25: a molecular structure, C44H54N5O4SeTi (ωB97M-V/def2-TZVPD).

Geometry (Å):
1 Se -0.38 -2.99 -0.47
2 Ti 0.11 -0.28 -0.17
3 O 1.61 0.60 -3.84
4 O 0.06 -1.07 1.71
5 O -0.31 -0.60 -2.10
6 O -1.84 -0.33 0.22
7 N 0.53 1.51 0.48
8 N 2.15 -0.49 0.25
9 N -1.90 0.93 -2.98
10 N -2.80 1.26 -1.94
11 N 0.39 1.59 -1.99
12 C -5.63 0.53 0.61
13 C 4.37 -0.94 1.86
14 C 0.20 2.49 -4.28
15 C 3.51 0.06 2.18
16 C -5.26 -4.82 0.95
17 C -1.39 -1.05 4.36
18 C 0.57 -4.68 1.68
19 C -4.30 -3.65 0.75
20 C -3.51 1.27 1.67
21 C 0.38 -2.58 3.55
22 C -4.64 -6.14 0.48
23 C 1.22 -6.33 3.53
24 C 0.50 1.31 -3.43
25 C -3.89 -1.23 1.02
26 C 0.47 3.87 0.80
27 C -4.69 -2.36 1.12
28 C -0.31 3.84 -2.28
29 C -0.56 0.61 -2.66
30 C 0.16 -6.82 4.53
31 C -2.61 -1.37 0.44
32 C 1.00 -0.34 4.54
33 C -5.06 -0.14 2.96
34 C 0.05 -1.53 4.61
35 C -4.49 0.09 1.54
36 C 0.70 -3.88 3.91
37 C 3.04 -1.46 -0.05
38 C 2.41 0.35 1.32
39 C -3.02 -3.78 0.24
40 C 0.84 -4.95 3.01
41 C 1.60 2.50 2.41
42 C 1.00 3.68 2.12
43 C 0.27 -3.38 1.29
44 C 1.31 -7.36 2.39
45 C 2.58 -6.27 4.23
46 C 0.30 2.80 -0.01
47 C -2.20 -2.68 0.10
48 C -5.61 -4.95 2.43
49 C 0.05 2.83 -1.46
50 C -0.20 3.64 -3.72
51 C 0.11 -2.10 6.03
52 C 0.26 -2.28 2.16
53 C 1.53 1.44 1.46
54 C -6.55 -4.58 0.14
55 C 4.15 -1.72 0.69
56 H 0.29 4.87 0.42
57 H -5.84 -0.90 2.98
58 H -2.63 -4.75 -0.05
59 H -7.04 -3.66 0.45
60 H -0.41 4.49 -4.36
61 H 1.11 -2.44 6.30
62 H 3.35 -5.93 3.54
63 H -0.56 4.82 -1.89
64 H -2.09 -1.89 4.44
65 H 3.67 0.67 3.06
66 H 0.07 -6.15 5.38
67 H -5.36 -6.95 0.63
68 H -6.29 -5.79 2.59
69 H 0.35 2.40 -5.34
70 H -4.03 2.09 2.17
71 H 0.35 -7.48 1.88
72 H 1.60 -8.33 2.80
73 H -3.74 -6.38 1.04
74 H -6.09 1.44 0.99
75 H -4.71 -5.13 3.02
76 H -1.93 1.65 -3.69
77 H 2.16 2.36 3.33
78 H 2.03 -0.67 4.72
79 H 2.06 -7.07 1.66
80 H 0.42 -7.82 4.91
81 H 5.22 -1.15 2.50
82 H -2.96 0.42 -1.41
83 H -4.39 -6.11 -0.58
84 H -2.36 1.91 -1.29
85 H 2.86 -7.26 4.61
86 H -5.25 0.73 -0.39
87 H -3.15 1.62 0.71
88 H -5.48 0.79 3.34
89 H 0.84 -4.10 4.96
90 H -0.58 -2.94 6.16
91 H -2.63 1.01 2.27
92 H -1.49 -0.62 3.37
93 H -0.82 -6.89 4.04
94 H -5.68 -2.24 1.54
95 H -7.25 -5.41 0.29
96 H 1.55 -0.25 -3.37
97 H 0.74 0.39 5.31
98 H -4.26 -0.46 3.64
99 H 2.78 -2.07 -0.91
100 H -1.67 -0.29 5.10
101 H 2.56 -5.58 5.07
102 H -6.32 -4.50 -0.92
103 H -6.39 -0.24 0.53
104 H 1.04 4.51 2.82
105 H 4.83 -2.52 0.41
106 H -6.09 -4.05 2.81
107 H 0.56 -5.45 0.93
108 H 0.95 0.13 3.57
109 H -0.18 -1.32 6.73

Values from the calculation:
Kohn-Sham gap (alpha / beta), eV: 5.5 / 5.5
Relative energy (zero: lowest compared OMol25 entry of this formula, charge and spin), kJ/mol: 358.5
Charge: -1

=====

6.
Entry from OMol25: a molecular structure, C5H5Br15 at a distorted geometry (ωB97M-V/def2-TZVPD).

Geometry (Å):
1 Br 2.08 1.74 0.93
2 Br 1.38 -0.73 -0.97
3 Br -3.90 -0.22 -0.92
4 Br 0.14 -0.60 3.99
5 Br -2.49 -1.59 -3.52
6 Br -0.98 2.17 -3.64
7 Br 3.35 0.66 5.88
8 Br -1.53 -2.87 2.42
9 Br -2.59 -3.12 -0.65
10 Br 4.82 2.49 3.81
11 Br -1.29 0.53 -6.33
12 Br 1.56 -3.38 3.12
13 Br 4.32 -0.58 3.07
14 Br -0.98 0.68 0.60
15 Br -3.90 1.38 -4.64
16 C 3.63 0.97 4.03
17 C -2.12 1.88 -5.20
18 C -2.49 -1.43 -1.59
19 C 0.76 1.03 -0.24
20 C 0.23 -2.06 2.71
21 H 0.43 -1.55 1.77
22 H 0.59 1.64 -1.12
23 H -1.54 -0.96 -1.39
24 H -2.11 2.81 -5.77
25 H 2.61 1.10 3.66

Values from the calculation:
Kohn-Sham gap, eV: 9.2
Relative energy (zero: lowest compared OMol25 entry of this formula, charge and spin), kJ/mol: 43.3

=====

7.
Entry from OMol25: a molecular structure, C45H32Br2CoNO2P2S at a distorted geometry (ωB97M-V/def2-TZVPD).

Geometry (Å):
1 Br -0.75 6.20 -4.11
2 Br -3.20 5.06 0.85
3 Co -0.38 0.94 0.31
4 S -1.44 0.18 2.15
5 P -1.30 -1.00 -0.68
6 P 1.51 0.37 1.52
7 O -1.78 0.91 3.37
8 O -1.43 2.49 0.60
9 N 0.18 1.81 -1.29
10 C -2.00 4.55 -0.50
11 C 4.32 -1.74 -0.70
12 C -0.24 3.83 -2.58
13 C 2.88 -0.16 0.43
14 C -2.00 -3.67 -1.08
15 C -0.91 -1.01 -4.74
16 C 1.79 -1.98 3.10
17 C 0.95 -1.06 2.49
18 C -0.43 -1.21 2.65
19 C 0.66 3.34 -3.56
20 C -4.16 -1.14 -0.49
21 C -0.86 -1.40 -3.41
22 C -2.94 -0.85 0.10
23 C 2.12 3.36 4.18
24 C 4.94 -0.71 -1.38
25 C 1.25 2.12 -3.39
26 C -2.94 -0.47 1.44
27 C -1.55 -0.66 -2.44
28 C -0.44 3.02 -1.45
29 C 3.52 0.87 -0.26
30 C 2.33 1.48 2.69
31 C 0.98 1.37 -2.24
32 C -1.32 3.36 -0.39
33 C -5.33 -1.05 0.24
34 C 3.66 1.33 3.06
35 C 0.36 -4.68 -0.02
36 C -5.30 -0.69 1.58
37 C 3.44 3.21 4.55
38 C -1.81 5.39 -1.62
39 C 3.30 -1.47 0.21
40 C 0.15 -3.31 -0.08
41 C -1.64 0.11 -5.11
42 C -2.32 0.85 -4.15
43 C -4.10 -0.37 2.19
44 C -0.13 -3.21 3.91
45 C -0.98 -2.27 3.36
46 C 1.25 -3.06 3.80
47 C -2.27 0.47 -2.82
48 C -0.95 5.05 -2.63
49 C 4.54 0.60 -1.15
50 C -1.02 -2.80 -0.60
51 C -0.61 -5.55 -0.48
52 C 1.56 2.50 3.25
53 C 4.22 2.19 3.99
54 C -1.79 -5.04 -1.02
55 H -0.30 -2.28 -3.12
56 H 1.52 4.15 4.61
57 H 4.63 -2.76 -0.86
58 H 3.88 3.88 5.27
59 H -0.39 -1.59 -5.49
60 H 5.25 2.08 4.28
61 H -1.68 0.41 -6.15
62 H -2.90 1.72 -4.44
63 H -4.05 -0.02 3.21
64 H -2.79 1.06 -2.08
65 H 1.28 -5.07 0.40
66 H -6.22 -0.62 2.15
67 H 0.85 3.93 -4.44
68 H -0.46 -6.62 -0.44
69 H 4.27 0.55 2.62
70 H -2.92 -3.30 -1.51
71 H 1.91 -3.77 4.27
72 H 0.91 -2.64 0.29
73 H 0.52 2.62 2.95
74 H 3.22 1.90 -0.09
75 H -6.28 -1.26 -0.23
76 H -4.20 -1.41 -1.54
77 H -2.05 -2.36 3.47
78 H 2.86 -1.86 3.04
79 H 1.43 0.39 -2.09
80 H 5.03 1.42 -1.67
81 H 1.93 1.72 -4.13
82 H 2.86 -2.29 0.76
83 H -0.53 -4.06 4.45
84 H -2.35 6.32 -1.67
85 H 5.74 -0.92 -2.08
86 H -2.55 -5.71 -1.39

Values from the calculation:
Multiplicity: 2
Kohn-Sham gap (alpha / beta), eV: 7.2 / 7.3
Relative energy (zero: lowest compared OMol25 entry of this formula, charge and spin), kJ/mol: 0.0
Charge: +1

=====

8.
Entry from OMol25: C4H5NOS in the gas phase at a distorted geometry (ωB97M-V/def2-TZVPD).

Geometry (Å):
1 S 1.75 0.53 -0.15
2 O 0.89 1.70 0.05
3 N -2.03 1.37 0.42
4 C -0.78 -0.39 -0.82
5 C -1.30 0.66 -0.22
6 C 1.08 -0.83 0.88
7 C 0.54 -0.90 -0.50
8 H 1.80 -1.58 1.18
9 H 0.41 -0.50 1.67
10 H -2.02 2.38 0.35
11 H 0.93 -1.68 -1.15
12 H -1.27 -0.75 -1.71

Values from the calculation:
Kohn-Sham gap, eV: 9.0
Relative energy (zero: lowest compared OMol25 entry of this formula, charge and spin), kJ/mol: 278.3

=====

9.
Entry from OMol25: 4 unconnected molecules or ions with the total composition C12H27N4O6PS at a distorted geometry (ωB97M-V/def2-TZVPD).

Geometry (Å):
1 S -0.40 6.04 0.20
2 P 2.03 4.19 0.95
3 O -0.61 1.67 -0.85
4 O -5.05 -2.65 -0.55
5 O 4.55 -0.47 0.96
6 O -1.40 3.59 0.07
7 O -0.02 2.35 1.22
8 O 1.20 -3.11 -2.82
9 N -0.77 -3.31 -1.76
10 N -5.35 -2.29 1.64
11 N 5.90 -0.67 -0.82
12 N 2.40 5.57 1.58
13 C 0.62 -1.35 -1.31
14 C 4.82 -1.04 -0.08
15 C 3.97 -2.17 -0.63
16 C -1.84 -2.91 -0.85
17 C 0.39 -2.65 -2.03
18 C -0.82 4.48 1.02
19 C -5.14 -0.36 0.14
20 C -5.18 -1.85 0.36
21 C 0.36 3.68 1.57
22 C -0.69 2.46 0.04
23 C 6.37 -1.22 -2.08
24 C -5.51 -1.50 2.85
25 H -1.46 4.73 1.84
26 H -6.47 -1.73 3.32
27 H -1.96 -3.68 -0.08
28 H 3.15 -2.35 0.05
29 H 3.57 -1.89 -1.60
30 H -4.72 -1.73 3.55
31 H 2.93 3.15 1.26
32 H -2.77 -2.81 -1.40
33 H 7.38 -1.61 -1.96
34 H 1.57 -0.94 -1.63
35 H -5.48 -0.44 2.62
36 H -5.36 -3.29 1.72
37 H 4.56 -3.08 -0.72
38 H -1.60 -1.97 -0.37
39 H -0.16 -0.63 -1.55
40 H 6.43 0.09 -0.40
41 H 6.38 -0.44 -2.84
42 H -0.87 -4.17 -2.27
43 H 1.95 4.25 -0.45
44 H -1.62 6.33 -0.26
45 H 0.65 -1.51 -0.23
46 H -4.32 0.10 0.69
47 H -6.08 0.10 0.45
48 H 5.72 -2.02 -2.41
49 H 0.49 3.71 2.64
50 H -5.00 -0.17 -0.92
51 H 3.25 5.54 2.13

Values from the calculation:
Kohn-Sham gap, eV: 9.3
Structure (SMILES): N=[PH2][C@@H]1OC(=O)O[C@@H]1S.CNC(C)=O.CNC(C)=O.CNC(C)=O

=====

10.
Entry from OMol25: C4H7NO in the gas phase (ωB97M-V/def2-TZVPD).

Geometry (Å):
1 O 2.33 -1.87 -0.24
2 N 1.20 0.01 0.47
3 C -1.36 0.44 0.75
4 C 0.00 0.75 0.19
5 C 1.60 -0.93 -0.45
6 C -1.01 -0.04 -0.62
7 H -1.51 -0.29 1.54
8 H -2.03 1.29 0.78
9 H -0.84 -1.11 -0.67
10 H 0.15 1.82 0.05
11 H -1.46 0.35 -1.52
12 H 1.15 -0.74 -1.44
13 H 1.88 0.32 1.15

Values from the calculation:
Kohn-Sham gap, eV: 10.5
Relative energy (zero: lowest compared OMol25 entry of this formula, charge and spin), kJ/mol: 167.1
Structure (SMILES): O=CNC1CC1

=====

> Number 10 is which compound?

C4H7NO